(1)
Computed, not measured: one molecule with the formula C23H26N2O3, with ωB97M-V with the def2-TZVPD basis set.

```
54
Properties=species:S:1:pos:R:3:forces:R:3:mulliken_charge:R:1
C 3.483 3.348 3.806 -0.1291 0.1598 -0.1327 -1.19
C 2.097 3.859 3.430 0.0511 -0.0646 0.2356 -0.43
C 0.957 3.091 4.115 -0.1309 0.0661 -0.2780 -0.80
C 0.309 2.023 3.235 0.1701 -0.0893 0.2082 -0.31
C 1.268 0.895 2.854 0.0303 0.4503 0.0501 -1.70
N 0.584 -0.156 2.114 0.2146 0.1627 -0.1173 0.21
C -0.128 -1.127 2.773 -0.3746 -0.5794 -0.0910 0.64
C -0.239 -1.165 4.170 0.0763 0.0993 0.0866 -0.87
C -0.953 -2.164 4.792 0.0135 0.0109 -0.1032 -0.76
C -1.586 -3.161 4.055 -0.0582 -0.0833 0.0159 -0.74
C -1.497 -3.140 2.685 0.0703 0.0996 -0.0419 -0.65
C -0.776 -2.134 2.032 -0.0391 -0.0205 0.2012 0.52
C -0.693 -2.112 0.595 0.2022 0.2920 -0.2391 0.68
C 0.013 -1.104 -0.039 -0.2583 -0.3543 -0.1689 -0.36
C 0.667 -0.075 0.734 -0.0090 -0.0865 0.1256 1.56
O 1.299 0.865 0.241 0.0485 0.1514 -0.0413 -0.95
C 0.064 -1.117 -1.526 0.2846 0.3064 0.3168 0.72
O -0.538 -2.004 -2.159 -0.2588 -0.3400 -0.0988 -0.89
N 0.783 -0.157 -2.102 0.2368 0.2469 0.0842 -0.01
C 1.001 0.077 -3.523 -0.1643 -0.2918 -0.3048 -0.44
C -0.154 0.838 -4.141 0.1651 0.1692 -0.0059 0.59
C -1.437 0.305 -4.151 -0.0642 -0.0378 -0.0163 -0.11
C -2.483 1.007 -4.722 -0.0379 -0.0378 0.0113 -0.78
C -2.259 2.248 -5.296 -0.0348 0.1135 -0.0619 -0.37
C -0.984 2.784 -5.292 -0.0657 0.1118 -0.0746 -0.58
C 0.061 2.084 -4.714 0.0355 -0.1144 0.0316 -0.49
H 1.055 2.510 -4.712 0.1079 0.0341 0.0181 0.33
H -0.801 3.752 -5.737 0.0086 0.0741 -0.0313 0.37
H -3.076 2.794 -5.744 -0.0582 0.0420 -0.0325 0.38
H -3.476 0.583 -4.722 -0.0761 -0.0371 0.0020 0.37
H -1.618 -0.662 -3.707 -0.0005 -0.1112 0.0495 0.40
C 1.289 -1.214 -4.291 0.0418 0.1230 0.0554 -1.50
H 1.511 -0.972 -5.328 0.0525 0.0299 -0.0827 0.43
H 2.144 -1.724 -3.854 0.0769 -0.0845 0.0150 0.38
H 0.433 -1.879 -4.257 0.0140 -0.0204 -0.0587 0.31
H 1.894 0.713 -3.574 -0.1711 -0.0757 0.0131 0.53
H 1.173 0.527 -1.450 -0.1111 -0.1655 0.0123 0.21
O -1.312 -3.074 -0.057 0.0485 0.0717 -0.0842 -0.68
H -1.153 -2.885 -1.047 0.0540 0.0988 0.2352 0.31
H -1.976 -3.892 2.079 -0.0435 -0.0676 -0.0253 0.48
H -2.142 -3.937 4.557 -0.0528 -0.0734 0.0279 0.41
H -1.023 -2.169 5.870 0.0112 0.0227 0.0843 0.42
H 0.226 -0.410 4.781 0.0554 0.1011 0.0086 0.30
H 1.748 0.464 3.734 -0.0005 -0.0139 -0.0467 0.42
H 2.037 1.285 2.186 -0.0492 -0.1321 0.2246 0.53
H -0.060 2.484 2.317 -0.0463 -0.0295 -0.0403 0.32
H -0.551 1.602 3.763 -0.0408 -0.0108 -0.0592 0.44
H 1.331 2.629 5.032 -0.0183 0.0095 0.1260 0.40
H 0.173 3.794 4.403 0.0099 -0.0359 0.0895 0.35
H 1.969 3.806 2.347 -0.0400 0.0794 -0.0874 0.31
H 2.037 4.913 3.712 -0.0163 0.0136 -0.0903 0.36
H 3.613 2.306 3.525 0.0714 -0.1469 -0.0039 0.29
H 3.642 3.435 4.879 0.0501 -0.0250 0.1023 0.34
H 4.248 3.934 3.301 0.1480 -0.0107 -0.0128 0.34
```
Forces are in eV/Å.

Values from the calculation:
**Max |F|**: 0.01353 hartree/bohr
**E_HOMO**: -8.6983 eV
**Multiplicity**: 1
**Energy relative to the best compared isomer or geometry (same formula, charge and spin)**: 5.9 kcal per mole
**SMILES**: CCCCCn1c(=O)c(C(=O)N[C@@H](C)c2ccccc2)c(O)c2ccccc21
**Electronic energy**: -33398.183 eV
**HOMO-LUMO gap**: 8.8 eV


(2)
Computed, not measured: one molecule with the formula C5H6O, with ωB97M-V with the def2-TZVPD basis set.

```
12
Properties=species:S:1:pos:R:3:forces:R:3:mulliken_charge:R:1
C -1.468 0.289 0.050 -0.0135 0.0490 0.0257 -1.03
C -0.394 -0.734 -0.333 -0.1242 -0.1125 -0.0546 -0.55
C 0.951 -0.052 -0.555 0.1633 0.1209 -0.5529 0.41
C 1.445 0.076 -1.758 -0.2567 -0.1018 0.7031 -0.22
C 1.696 0.408 0.666 0.2693 0.4381 0.1046 -0.13
O 2.118 1.519 0.849 -0.1588 -0.5292 -0.0979 -0.41
H -1.178 0.861 0.939 -0.0429 -0.1334 -0.1276 0.33
H -1.621 1.007 -0.763 0.0118 -0.1696 0.1370 0.31
H -2.420 -0.213 0.262 0.1868 0.0945 -0.0573 0.33
H -0.682 -1.276 -1.238 0.0122 0.0813 0.1226 0.35
H -0.267 -1.489 0.456 0.0274 0.1689 -0.1331 0.31
H 1.821 -0.394 1.424 -0.0746 0.0940 -0.0695 0.31
```
Forces are in eV/Å.

Values from the calculation:
**Max |F|**: 0.01469 hartree/bohr
**E_HOMO**: -10.4192 eV
**Multiplicity**: 1
**Energy relative to the best compared isomer or geometry (same formula, charge and spin)**: 89.3 kcal per mole
**Electronic energy**: -7325.412 eV
**HOMO-LUMO gap**: 9.7 eV